[1]
C21H31N5O3S | the ωB97M-V functional and the def2-TZVPD basis

Geometry as XYZ:
```
61
Properties=species:S:1:pos:R:3:forces:R:3
S 0.962 -3.108 2.773 -0.67 -0.07 -0.34
O 3.171 0.405 -0.693 0.01 -0.24 -0.52
O 0.982 -2.508 4.085 -0.11 0.09 -0.21
O 1.773 -4.260 2.531 0.01 0.10 -0.30
N 2.727 2.168 0.624 0.00 0.27 0.15
N -1.660 -3.114 3.428 -0.02 0.07 0.21
N -0.472 1.879 -2.717 0.06 0.11 -0.20
N -2.790 -4.009 1.771 -0.42 -0.21 -0.27
N 1.225 -1.990 1.576 -0.04 -0.86 0.72
C -0.402 -0.180 -1.438 0.16 0.07 0.00
C -2.876 -3.455 2.951 0.05 0.10 0.19
C 3.617 -1.386 1.393 -0.13 0.16 -0.24
C -1.121 0.834 -2.086 -0.04 -0.17 0.00
C 3.260 0.070 1.710 0.14 -0.23 0.02
C 0.870 2.248 -2.336 0.06 -0.06 0.29
C 0.947 2.909 -0.948 0.19 -0.04 -0.22
C 2.023 0.086 2.618 -0.07 -0.03 -0.10
C 0.868 -0.635 1.925 -0.24 0.54 0.39
C -4.668 -0.432 -1.549 0.03 -0.03 -0.06
C 3.040 0.868 0.421 0.16 0.25 0.77
C 2.402 3.062 -0.467 -0.20 -0.05 -0.13
C -2.517 0.721 -2.091 -0.04 0.06 -0.05
C 2.424 -2.114 0.774 0.63 -0.38 -0.23
C -1.811 3.991 -2.890 0.09 -0.23 -0.16
C -1.472 -4.040 1.462 0.45 0.07 0.11
C -2.433 -1.337 -0.863 -0.03 -0.05 0.02
C -1.053 -1.245 -0.848 -0.11 0.01 -0.03
C -0.744 -3.488 2.484 0.52 0.12 0.14
C -3.171 -0.345 -1.495 0.06 -0.04 0.06
C -1.183 2.781 -3.590 -0.21 0.18 0.02
H 1.255 2.944 -3.085 0.01 -0.08 -0.02
H -5.119 0.558 -1.593 -0.07 0.04 0.01
H 0.579 -0.114 1.007 -0.07 -0.06 0.07
H 2.566 2.498 1.561 0.06 -0.12 -0.03
H -2.930 -2.171 -0.390 -0.08 -0.10 0.07
H 2.631 -3.181 0.688 0.10 0.11 -0.19
H -2.437 4.539 -3.589 -0.08 0.12 -0.05
H -0.479 3.138 -4.350 -0.08 -0.09 0.01
H -3.124 1.478 -2.563 -0.04 0.13 -0.04
H -2.421 3.672 -2.049 -0.08 0.00 0.10
H 2.214 -1.705 -0.217 -0.04 -0.08 0.09
H -1.123 -4.456 0.540 0.17 -0.06 -0.22
H 4.451 -1.420 0.692 0.02 -0.05 0.05
H 3.907 -1.894 2.316 0.06 0.00 0.02
H 0.458 3.883 -0.978 -0.08 0.00 -0.01
H 4.100 0.541 2.236 -0.08 -0.02 -0.06
H 0.675 -0.158 -1.416 0.18 0.05 -0.01
H -1.397 -2.697 4.309 -0.13 -0.01 0.00
H 3.084 2.827 -1.289 0.01 0.13 0.06
H 1.717 1.101 2.878 -0.02 -0.01 0.05
H 2.597 4.081 -0.130 0.04 -0.07 -0.04
H -4.976 -0.982 -2.439 -0.09 -0.02 -0.03
H -0.472 -2.016 -0.363 0.08 -0.05 0.05
H 2.252 -0.447 3.543 0.02 0.13 0.01
H -1.958 2.215 -4.112 0.08 0.05 -0.04
H -1.042 4.665 -2.521 0.05 0.09 0.06
H 0.397 2.286 -0.239 -0.01 0.04 0.03
H 1.522 1.371 -2.342 0.06 0.12 -0.05
H -5.054 -0.959 -0.680 -0.08 -0.02 0.04
H -3.792 -3.286 3.480 -0.13 0.09 0.21
H -0.001 -0.688 2.583 -0.07 0.25 -0.12
```
Forces are in eV/Å.

- Energy above the lowest of the compared OMol25 structures with the same formula, charge and spin: 2.7 kcal per mole
- Total charge: 0
- Highest occupied orbital energy: -7.40 eV
- E_LUMO: 0.6 eV
- Strongest force on any atom: 1.1 eV/A
- Structure (SMILES): CCN(CCCNC(=O)C1CCN(S(=O)(=O)c2cnc[nH]2)CC1)c1cccc(C)c1
- Gap between HOMO and LUMO: 7.98 eV

[2]
C21H31O4Tl | the ωB97M-V functional and the def2-TZVPD basis

Geometry as XYZ:
```
57
Properties=species:S:1:pos:R:3:forces:R:3
Tl 0.224 0.270 3.110 0.04 0.35 0.28
O 0.287 0.075 -4.716 -0.07 0.48 -1.78
O 2.086 4.059 4.809 -0.54 -1.26 -0.27
O 0.389 0.412 0.457 0.01 0.40 -0.27
O 1.319 2.362 3.531 -0.03 -0.07 0.63
C -0.046 0.756 -6.794 0.10 -0.37 0.90
C 0.683 -3.223 3.773 0.39 0.06 -1.09
C 1.602 2.921 4.677 0.50 1.40 -1.03
C 1.549 -2.538 4.679 2.13 1.58 -0.62
C 2.240 -2.061 2.522 -1.64 -1.49 -1.12
C 1.113 -2.932 2.443 0.80 0.57 -0.13
C -0.406 0.391 -1.787 -0.37 0.17 0.22
C 0.484 1.780 -0.029 -0.27 -0.14 0.31
C -2.965 -0.661 4.394 0.43 1.75 1.12
C -3.232 -0.900 3.012 0.03 0.99 -0.15
C 0.392 1.694 -1.551 0.34 -0.53 0.18
C 1.346 2.153 5.945 -0.07 -0.36 0.71
C 0.164 1.365 -5.406 -0.01 0.30 0.23
C -0.129 -0.474 -0.561 0.40 0.02 0.47
C -1.066 -1.479 -6.099 -0.18 -0.34 0.17
C -3.143 0.351 2.324 0.34 1.31 0.80
C -2.831 1.361 3.287 -0.66 -0.96 -2.78
C 2.515 -1.821 3.909 -1.41 -1.04 2.71
C -2.713 0.730 4.564 -0.36 -2.85 1.16
C 0.146 -0.584 -6.022 -0.08 -0.05 -1.18
C 1.398 -1.314 -6.456 0.28 -0.31 0.14
H -0.144 -3.876 4.051 0.26 0.24 -0.11
H -1.043 0.904 -7.209 0.13 -0.04 -0.02
H 1.082 1.953 -5.338 -0.12 0.00 0.30
H 2.309 1.959 6.434 -0.18 -0.01 -0.10
H -2.983 -1.412 5.186 0.07 0.34 -0.32
H -2.726 2.428 3.084 0.01 -0.42 0.07
H 1.280 -1.720 -7.473 -0.08 0.19 0.28
H -0.921 -2.348 -5.450 -0.17 0.07 0.01
H 2.276 -0.656 -6.460 -0.20 -0.11 0.12
H 0.823 1.201 5.808 0.04 0.06 -0.02
H -3.310 0.513 1.260 0.07 -0.05 0.38
H -2.488 1.235 5.505 -0.08 -0.24 -0.37
H 2.804 -1.659 1.678 -0.25 -0.16 0.32
H 1.421 2.185 0.369 -0.22 -0.02 -0.21
H 1.582 -2.161 -5.788 0.12 0.11 -0.04
H -0.114 -0.111 -2.711 -0.24 0.20 0.21
H -0.701 1.926 -5.047 0.20 0.06 0.22
H 0.728 0.989 -7.525 -0.12 -0.07 0.05
H -1.206 -1.853 -7.125 0.12 0.17 0.25
H -1.978 -0.947 -5.808 0.18 -0.10 0.05
H 0.652 -1.235 -0.727 -0.29 0.19 -0.12
H 1.401 1.580 -1.964 -0.20 0.15 -0.06
H -3.487 -1.855 2.563 0.09 0.19 0.10
H 1.502 -2.574 5.763 0.00 0.05 -0.28
H 0.677 -3.327 1.523 0.15 0.21 0.41
H 0.773 2.783 6.634 0.07 -0.12 -0.13
H -1.024 -0.980 -0.157 0.29 0.21 -0.23
H 3.327 -1.212 4.303 -0.30 -0.18 -0.10
H -1.479 0.627 -1.808 0.19 -0.08 -0.19
H -0.346 2.373 0.394 0.20 -0.23 -0.10
H -0.092 2.578 -1.980 0.17 -0.21 0.02
```
Forces are in eV/Å.

- Energy above the lowest of the compared OMol25 structures with the same formula, charge and spin: 0.0 kcal per mole
- Total charge: 0
- Highest occupied orbital energy (spin up / spin down): -7.83 / -7.83 eV
- E_LUMO (spin up / spin down): -2.4 / -2.4 eV
- Strongest force on any atom: 3.2 eV/A
- Gap between HOMO and LUMO (spin up / spin down): 5.44 / 5.40 eV

[3]
C21H32Cl2F3N4O5P3 | the ωB97M-V functional and the def2-TZVPD basis

Geometry as XYZ:
```
70
Properties=species:S:1:pos:R:3:forces:R:3
Cl -1.073 1.282 3.488 0.33 -1.42 -1.79
Cl -2.798 -2.363 1.711 0.32 1.31 0.79
P 1.835 3.031 -2.417 2.74 0.60 1.23
P 1.569 0.263 -3.573 -0.50 -2.70 -0.59
P 1.644 2.178 0.920 2.28 0.79 -0.05
F 1.257 -5.273 2.698 2.32 2.07 2.41
F 3.130 -4.605 4.210 -2.52 -0.47 -3.03
F 3.127 -2.070 2.902 -2.55 -1.90 0.90
O -1.643 5.266 0.254 -0.93 -0.26 -0.66
O 0.857 0.711 -1.031 -0.29 0.83 0.24
O 1.263 1.007 -5.094 0.81 -0.14 1.24
O 3.053 1.175 0.602 -1.76 0.65 1.23
O 3.238 0.013 -3.294 -1.90 1.08 0.25
N 3.429 2.835 -2.176 -1.44 0.32 -1.20
N 1.698 2.327 2.667 0.55 -0.04 -0.80
N -0.959 -3.417 -0.539 3.54 -0.11 -1.46
N -0.763 -1.025 -0.208 -0.57 -1.42 -0.39
C -2.678 0.109 -3.422 1.65 -1.15 1.09
C -3.277 -0.594 3.891 0.38 0.01 -0.57
C 1.321 -2.381 -1.232 -1.10 -2.40 0.23
C -0.131 -2.254 -0.627 2.15 -3.15 -1.24
C -2.631 4.186 0.177 0.28 -0.34 1.61
C -0.317 -0.208 0.892 2.00 0.43 1.01
C 2.115 -4.291 3.249 0.42 2.87 -0.17
C -0.909 2.286 -0.187 -0.86 1.25 -1.12
C 0.573 -2.229 2.500 1.61 -0.60 0.10
C 1.925 -3.745 -1.699 -4.67 -0.13 2.12
C -1.992 -0.727 -0.943 -3.01 -1.61 -1.80
C -1.802 -0.619 -2.559 -0.93 1.32 -0.33
C -1.279 -0.020 2.174 -3.72 -1.75 0.93
C 0.172 1.212 0.186 -0.32 -1.26 0.82
C 0.821 1.445 -2.214 -0.07 2.01 -2.71
C -2.363 -0.856 2.575 1.19 1.72 0.23
C 1.975 -2.935 2.894 -0.34 -1.67 -0.36
C 0.952 -0.926 1.648 -0.30 1.16 1.06
C 0.977 -4.975 -1.519 -0.45 4.64 0.79
C -1.901 2.911 0.882 0.23 1.33 -0.39
C -0.439 -4.646 -0.947 2.32 -0.20 -0.90
H -2.980 3.965 -0.887 0.49 0.32 1.33
H 1.864 -1.049 0.993 -1.36 -0.06 0.64
H -1.584 1.997 -1.086 1.32 -0.07 1.43
H -0.205 1.675 -2.708 1.28 -0.67 1.10
H 1.602 3.536 -3.752 -0.67 -0.45 0.77
H -0.341 3.223 -0.577 -0.75 -1.58 0.68
H -2.716 2.220 1.283 1.37 0.76 -0.49
H 2.474 1.821 3.112 -0.67 0.19 -0.10
H -1.126 -5.570 -0.853 0.99 1.84 -0.04
H -2.180 0.851 -4.151 -1.05 -2.23 0.10
H 1.439 4.055 -1.463 -0.63 -0.70 -0.86
H -2.646 -0.815 4.834 -1.06 0.52 -1.51
H 3.613 1.148 1.406 -0.45 0.00 -0.68
H 1.754 3.326 2.917 0.03 -0.79 -0.26
H -4.196 -1.265 3.896 1.42 0.68 -0.22
H -2.610 0.164 -0.542 1.59 -1.29 -0.59
H -2.750 -1.607 -0.871 1.26 1.21 0.41
H 2.002 -1.481 -1.317 -1.23 -1.21 0.25
H -3.507 4.482 0.863 1.02 -0.55 -1.25
H 1.263 -0.174 2.474 -0.45 -1.01 -1.50
H 1.329 -6.019 -1.804 -0.81 1.57 0.51
H -0.112 -2.975 1.978 1.12 0.91 0.52
H 3.367 0.156 -2.326 0.32 0.47 -0.72
H 3.884 3.097 -3.072 -0.13 -0.45 0.79
H -3.804 -0.079 -3.422 1.48 1.46 0.84
H 2.984 -3.863 -2.107 -1.74 0.43 0.65
H 0.071 -1.989 3.514 0.83 -0.09 -1.73
H -2.038 6.115 -0.034 0.18 -0.88 0.17
H -3.665 0.494 3.898 0.89 -1.74 0.07
H -0.927 -1.192 -3.026 -0.40 1.95 1.04
H -1.259 3.387 1.718 -1.37 -0.94 -1.09
H 1.022 0.291 -5.731 0.34 0.70 1.03
```
Forces are in eV/Å.

- Total charge: 0
- Highest occupied orbital energy: -7.77 eV
- E_LUMO: 0.1 eV
- Strongest force on any atom: 5.1 eV/A
- Structure (SMILES): C=CCN(c1ccccn1)[C@](CCC(F)=C(F)F)(/C(Cl)=C(/C)Cl)[C@](CCCO)(O[C@@H]([PH2]=N)P(O)O)P(N)O
- Gap between HOMO and LUMO: 7.90 eV

[4]
C21H32F6MoNO3P2 | the ωB97M-V functional and the def2-TZVPD basis

Geometry as XYZ:
```
66
Properties=species:S:1:pos:R:3:forces:R:3
Mo 0.536 -0.166 -0.795 -3.36 -4.01 4.63
P 2.395 0.460 0.452 2.87 1.42 1.04
P -1.756 0.021 -1.448 0.96 1.08 -2.12
F -1.283 1.566 5.072 0.43 0.11 -0.76
F 0.636 1.365 4.063 -0.51 0.06 -0.37
F -0.956 -1.109 5.260 0.15 -0.13 -0.63
F -0.993 2.486 3.109 0.34 -0.79 0.34
F -1.534 -2.290 3.524 0.50 0.46 0.05
F 0.509 -1.543 3.704 -0.58 0.18 -0.01
O 0.558 -1.486 -3.786 -0.22 0.35 -0.59
O -0.849 0.014 1.888 1.09 0.05 -2.66
O -0.519 0.667 -5.081 0.29 0.32 0.38
N 0.478 1.976 -1.073 -1.01 1.81 0.61
C 0.338 -5.006 0.246 -0.08 0.67 -0.07
C -1.257 0.065 3.133 -0.07 0.48 0.86
C 1.532 -3.128 -0.738 -1.10 -0.51 0.77
C 1.430 -4.490 -0.448 0.93 0.20 -0.63
C -1.477 1.624 -2.352 -0.67 -1.14 -0.06
C 1.157 2.839 -0.313 0.49 -0.27 0.73
C -0.494 2.510 -1.907 0.56 -0.27 -0.42
C 0.486 -2.286 -0.292 0.37 2.45 -0.31
C 2.820 -0.192 2.115 -0.26 -0.14 -0.14
C 1.943 2.246 0.819 1.05 -0.58 0.04
C 0.309 4.727 -1.513 0.48 0.19 0.38
C 1.104 4.218 -0.491 0.08 0.19 -0.27
C -0.470 3.879 -2.249 -0.99 -0.73 -0.45
C -0.663 -4.155 0.700 -0.79 0.59 0.33
C -2.788 0.144 3.263 -0.19 -0.02 0.09
C -2.442 -1.230 -2.544 -0.47 0.15 -0.43
C -2.989 0.549 -0.326 -0.70 0.14 0.33
C -0.788 -1.218 3.915 -0.25 0.01 0.64
C -0.712 1.371 3.851 -0.42 -0.16 0.79
C -0.606 -2.778 0.464 0.89 -0.71 -0.54
C 4.035 0.600 -0.381 -0.30 -0.01 0.18
H 0.276 5.781 -1.698 0.07 0.43 -0.11
H 1.732 4.850 0.136 -0.34 -0.11 -0.15
H 0.107 -0.882 -4.407 0.16 0.13 -0.14
H -3.149 1.092 2.839 0.18 -0.24 0.23
H -2.561 1.256 0.368 0.19 0.09 0.35
H 2.895 2.785 1.003 -0.60 -0.08 -0.04
H 2.367 -2.665 -1.258 0.01 -0.49 -0.04
H 0.555 -2.337 -4.192 0.12 -1.10 -0.40
H 0.877 -0.830 -2.356 -0.19 0.25 -0.36
H 4.755 1.126 0.276 -0.27 -0.33 -0.46
H 1.382 2.205 1.771 -0.11 0.20 -0.50
H 0.249 1.227 -5.262 0.02 -0.16 -0.44
H -1.513 -4.539 1.265 0.27 -0.10 -0.11
H 1.973 0.026 2.797 0.61 -0.29 -0.40
H 2.223 -5.157 -0.783 -0.19 0.02 0.12
H -2.217 1.915 -3.081 -0.11 0.42 -0.17
H -2.782 -2.029 -1.884 -0.07 -0.08 -0.05
H -3.295 -0.821 -3.091 -0.07 -0.18 0.03
H -0.756 0.987 -4.195 -0.27 -0.10 -0.13
H -3.312 -0.326 0.207 -0.37 -0.26 0.50
H 3.884 1.145 -1.331 0.25 -0.28 0.41
H 3.765 0.279 2.468 -0.68 -0.28 -0.26
H -1.330 -2.062 0.846 0.04 -0.28 0.15
H -1.715 -1.648 -3.252 -0.13 0.31 0.45
H -3.235 -0.677 2.689 0.15 0.13 0.22
H -3.074 0.070 4.314 -0.29 0.03 -0.16
H 0.267 -6.061 0.439 0.05 -0.22 0.05
H -1.159 4.203 -3.043 0.39 0.06 0.53
H 4.372 -0.434 -0.590 0.02 0.58 0.03
H -3.801 1.009 -0.875 -0.35 -0.01 -0.05
H 2.952 -1.286 2.010 -0.06 0.55 0.24
H 1.577 -0.451 -1.967 2.07 -0.09 -1.07
```
Forces are in eV/Å.

- Spin multiplicity: 3
- Total charge: +1
- Highest occupied orbital energy (spin up / spin down): -10.71 / -10.70 eV
- E_LUMO (spin up / spin down): -5.1 / -5.7 eV
- Strongest force on any atom: 7.0 eV/A
- Gap between HOMO and LUMO (spin up / spin down): 5.59 / 5.05 eV

Question: Look up the strongest force on any atom of the second one.
Answer: 3.2 eV/A